C37H46BBrN6O4PS3Ta | the ωB97M-V functional and the def2-TZVPD basis

Its multiplicity is 2. Its frontier orbital gap (spin up / spin down) is 6.073 / 5.655 eV. As for the expectation value of S²: 0.7680. The charge is -1.

Atoms and positions in Å:
Ta1 -0.17873 0.54308 0.72846
C1 -1.87009 3.40745 -0.86472
C2 -1.31108 3.63524 0.49706
C3 -1.22885 4.84223 1.19164
C4 -0.61831 4.54435 2.39511
C5 -0.25705 5.45561 3.52019
N1 -0.36379 3.22968 2.41304
N2 -0.79226 2.66071 1.25023
B1 0.17794 2.36372 3.57050
N3 -0.85351 1.24667 3.80741
N4 -1.19115 0.43270 2.77320
C6 -2.20784 -0.33115 3.18066
C7 -2.90855 -1.31158 2.30118
C8 -2.51280 -0.01105 4.50775
C9 -1.63568 0.99516 4.86624
C10 -1.50689 1.73188 6.15798
N5 1.51573 1.74313 3.16940
N6 1.59344 0.96404 2.05627
C11 2.86550 0.56512 1.93077
C12 3.37324 -0.30814 0.83644
C13 3.60879 1.09992 2.98478
C14 2.72201 1.84019 3.74303
C15 2.97215 2.62810 4.98597
H1 -2.44205 4.28266 -1.17138
H2 -2.53558 2.54602 -0.87697
H3 -1.07465 3.24511 -1.59435
H4 -1.56235 5.80936 0.85046
H5 -0.53158 6.47587 3.25901
H6 0.81554 5.43061 3.71970
H7 -0.77301 5.18421 4.44285
H8 0.30985 3.03156 4.55347
H9 -3.25427 -0.83033 1.38500
H10 -3.77946 -1.70710 2.82258
H11 -2.25232 -2.13704 2.02650
H12 -3.28425 -0.45058 5.11966
H13 -2.21689 1.32849 6.87794
H14 -1.71205 2.79642 6.03346
H15 -0.50272 1.63599 6.57340
H16 3.12435 -1.35314 1.02996
H17 4.45770 -0.21234 0.77262
H18 2.94575 -0.06331 -0.13496
H19 4.66624 0.97239 3.15658
H20 4.03304 2.58899 5.22806
H21 2.41297 2.22838 5.83400
H22 2.68584 3.67392 4.86430
Br1 0.38312 -1.90475 1.15189
S1 2.08381 2.80154 -0.48741
C16 0.93726 1.64776 -0.78848
O1 -3.70624 0.42740 -0.80559
C17 -2.69227 -0.09470 -1.18469
O2 -1.53883 0.03923 -0.49337
C18 -2.54543 -0.92323 -2.40080
C19 -3.64399 -1.05982 -3.25086
C20 -3.51555 -1.79318 -4.41687
C21 -2.29406 -2.38720 -4.73477
C22 -1.20747 -2.25941 -3.88430
C23 -1.33384 -1.52892 -2.71122
H23 -4.57680 -0.57777 -2.98730
H24 -4.36052 -1.89748 -5.08645
H25 -2.18970 -2.94228 -5.65939
H26 -0.24292 -2.69482 -4.12866
H27 -0.47380 -1.43147 -2.06531
C24 5.81364 -2.20064 -1.84878
C25 4.77749 -3.28596 -1.61452
C26 5.37041 -4.52465 -0.97316
O3 4.18558 -3.72507 -2.84499
P1 3.15534 -2.78579 -3.70203
S2 4.09226 -1.81729 -5.12158
S3 2.02978 -1.76383 -2.44017
O4 2.31433 -3.96607 -4.42429
C27 1.84662 -5.20146 -3.85546
C28 2.88495 -6.28771 -4.09356
C29 1.41629 -5.13481 -2.39917
H28 6.28349 -1.92622 -0.89784
H29 5.35351 -1.31468 -2.28695
H30 6.58453 -2.55570 -2.53819
H31 3.97647 -2.88807 -0.98349
H32 6.17287 -4.92947 -1.59637
H33 4.60499 -5.29500 -0.84993
H34 5.78187 -4.28403 0.01026
H35 0.96283 -5.43234 -4.45583
H36 3.76028 -6.11691 -3.46564
H37 3.20278 -6.28087 -5.13737
H38 2.46161 -7.26918 -3.85908
H39 2.26184 -4.92383 -1.74186
H40 0.99378 -6.10729 -2.12617
H41 0.66920 -4.36004 -2.23080
C30 0.55280 1.43501 -2.13888
C31 0.25705 1.18059 -3.27790
C32 -0.04665 0.86172 -4.64013
C33 0.90880 0.18218 -5.40036
C34 0.60444 -0.19985 -6.69702
C35 -0.63621 0.10118 -7.24696
C36 -1.58388 0.78393 -6.49258
C37 -1.29571 1.15804 -5.18965
H42 1.86451 -0.07700 -4.95967
H43 1.34531 -0.74649 -7.26765
H44 -0.86773 -0.20161 -8.26182
H45 -2.55623 1.01070 -6.91364
H46 -2.03947 1.66187 -4.58288

Cartesian forces (eV/Å) of the 6 atoms listed first:
-0.03 0.17 0.21
0.01 0.04 0.01
-0.03 0.03 0.00
-0.02 0.05 -0.04
0.03 0.03 -0.01
0.00 0.01 0.02